1.
DFT (wB97M-V/def2-TZVPD) results for 10 unconnected molecules or ions with the total composition C10H35N5O15 at a distorted geometry.

SMILES ... C[N+](=O)[O-].C[N+](=O)[O-].C[N+](=O)[O-].C[N+](=O)[O-].C[N+](=O)[O-].CO.CO.CO.CO.CO
Lowest unoccupied orbital energy ... 0.0 eV
E_HOMO ... -9.91 eV
Relative energy (zero: lowest compared OMol25 entry of this formula, charge and spin) ... 0.000 eV
HOMO-LUMO gap ... 9.89 eV

CARTESIAN COORDINATES (ANGSTROEM)
C: -0.230 -3.246 2.527
N: 0.862 -3.805 1.642
O: 0.695 -3.900 0.409
O: 1.878 -4.144 2.203
H: 0.135 -3.084 3.542
H: -1.001 -4.005 2.395
H: -0.352 -2.283 2.032
C: -4.031 0.033 -1.116
N: -4.538 0.704 -2.366
O: -3.826 0.867 -3.341
O: -5.711 0.929 -2.340
H: -4.844 -0.224 -0.437
H: -3.360 0.677 -0.548
H: -3.445 -0.860 -1.331
C: 0.436 -0.222 0.356
N: -0.227 -0.780 -0.836
O: -0.087 -0.274 -1.929
O: -0.921 -1.745 -0.653
H: -0.283 0.019 1.139
H: 0.889 0.689 -0.037
H: 1.113 -0.942 0.815
C: 5.784 -1.815 1.045
N: 4.673 -1.407 1.890
O: 3.871 -0.660 1.339
O: 4.567 -1.873 2.997
H: 5.498 -2.376 0.155
H: 6.454 -2.501 1.562
H: 6.360 -0.909 0.856
C: -0.425 4.133 -3.209
N: 0.537 3.385 -2.328
O: 1.714 3.429 -2.655
O: 0.125 2.782 -1.342
H: 0.283 4.607 -3.889
H: -1.033 4.800 -2.597
H: -1.128 3.397 -3.599
C: -1.417 2.415 1.847
O: -0.565 2.072 2.912
H: -1.044 1.971 0.924
H: -2.447 2.094 2.006
H: -1.510 3.469 1.588
H: 0.149 2.714 2.911
C: 2.316 3.104 1.963
O: 1.412 3.831 2.776
H: 1.921 3.176 0.950
H: 3.321 3.525 1.935
H: 2.516 2.107 2.355
H: 1.842 4.669 2.961
C: -3.458 -4.176 -1.902
O: -2.194 -4.615 -2.371
H: -4.127 -5.032 -1.989
H: -3.311 -3.879 -0.864
H: -3.828 -3.302 -2.439
H: -1.594 -3.989 -1.959
C: 0.245 0.387 -5.231
O: -0.535 1.299 -5.951
H: -0.404 -0.419 -4.889
H: 0.975 -0.113 -5.868
H: 0.690 0.781 -4.318
H: -1.228 0.808 -6.399
C: 0.551 -0.555 4.643
O: -0.486 -0.503 3.736
H: 0.382 -1.286 5.433
H: 1.451 -0.744 4.057
H: 0.626 0.371 5.214
H: -0.678 0.430 3.618

***

2.
DFT (wB97M-V/def2-TZVPD) results for 7 unconnected molecules or ions with the total composition C10H35NO8 at a distorted geometry.

Spin multiplicity ... 2
Lowest unoccupied orbital energy (spin up / spin down) ... 2.5 / 2.4 eV
E_HOMO (spin up / spin down) ... 0.60 / -6.56 eV
HOMO-LUMO gap (spin up / spin down) ... 1.93 / 9.01 eV
Charge ... -1

CARTESIAN COORDINATES (ANGSTROEM)
C: 2.777 -3.169 -2.703
O: 1.796 -2.198 -3.264
C: 0.607 -1.859 -2.623
C: 0.876 -0.915 -1.471
N: -0.272 -0.735 -0.579
C: -0.427 -1.952 0.277
C: -1.450 -1.912 1.422
O: -1.719 -3.202 1.974
C: -2.544 -4.182 1.275
H: 3.313 -3.523 -3.584
H: 2.345 -3.986 -2.125
H: 3.343 -2.619 -1.951
H: 0.004 -2.713 -2.315
H: -0.057 -1.396 -3.353
H: 0.894 0.092 -1.889
H: 1.787 -1.077 -0.895
H: -1.156 -0.595 -1.048
H: 0.560 -2.017 0.734
H: -0.622 -2.798 -0.383
H: -2.417 -1.619 1.013
H: -1.188 -1.144 2.150
H: -3.007 -4.827 2.021
H: -2.044 -4.901 0.626
H: -3.359 -3.629 0.808
C: -2.860 1.862 1.388
O: -2.372 2.945 0.696
H: -3.742 2.169 1.950
H: -3.080 1.116 0.625
H: -2.082 1.529 2.075
H: -1.564 2.615 0.296
C: 0.081 0.983 4.127
O: 0.037 -0.439 4.197
H: 0.577 1.188 3.178
H: -0.902 1.453 4.079
H: 0.669 1.345 4.971
H: 0.920 -0.731 3.961
C: -2.681 2.021 -2.392
O: -2.681 0.573 -2.430
H: -3.586 2.446 -1.959
H: -1.871 2.237 -1.695
H: -2.480 2.348 -3.413
H: -2.417 0.391 -3.335
C: 3.629 2.168 -2.048
O: 3.244 2.604 -0.716
H: 2.697 2.260 -2.606
H: 4.398 2.878 -2.353
H: 3.962 1.133 -2.126
H: 3.998 2.408 -0.155
O: 0.127 1.873 0.188
H: 0.256 0.960 -0.070
H: 0.980 2.150 0.524
O: 2.825 3.948 3.312
H: 2.301 3.944 2.511
H: 3.580 4.498 3.103

***

3.
DFT (wB97M-V/def2-TZVPD) results for 8 unconnected molecules or ions with the total composition C10H36O13 at a distorted geometry.

Spin multiplicity ... 2
Lowest unoccupied orbital energy (spin up / spin down) ... -2.6 / -8.5 eV
E_HOMO (spin up / spin down) ... -12.12 / -12.12 eV
Relative energy (zero: lowest compared OMol25 entry of this formula, charge and spin) ... 0.000 eV
HOMO-LUMO gap (spin up / spin down) ... 9.55 / 3.64 eV
Charge ... +1

CARTESIAN COORDINATES (ANGSTROEM)
O: -0.051 1.127 -0.165
H: -0.241 1.745 -0.870
H: 0.802 1.400 0.171
O: -0.491 3.209 -1.915
H: -1.391 3.531 -1.956
H: -0.088 3.516 -2.727
O: 2.311 1.522 1.211
H: 2.533 2.452 1.190
H: 2.972 1.130 1.782
C: 3.130 -1.921 0.909
C: 2.963 -3.326 0.297
O: 2.348 -3.470 -0.919
O: 1.953 -1.354 1.295
H: 3.500 -1.256 0.128
H: 3.844 -1.930 1.733
H: 2.389 -4.007 0.926
H: 3.932 -3.825 0.310
H: 2.599 -4.333 -1.258
H: 2.061 -0.468 0.940
C: -0.622 0.565 5.453
C: -0.017 1.332 4.238
O: -0.318 0.877 2.923
O: -2.032 0.411 5.330
H: -0.384 1.091 6.378
H: -0.156 -0.420 5.477
H: 1.072 1.366 4.293
H: -0.355 2.359 4.377
H: 0.367 1.156 2.310
H: -2.282 1.338 5.318
C: -1.930 -2.364 -3.088
C: -1.274 -1.352 -2.225
O: -2.025 -0.971 -1.086
O: -3.136 -2.265 -3.805
H: -1.996 -3.310 -2.549
H: -1.070 -2.475 -3.747
H: -1.100 -0.498 -2.879
H: -0.336 -1.770 -1.861
H: -1.570 -0.496 -0.386
H: -3.112 -2.396 -4.756
C: -4.073 0.810 1.132
C: -3.423 -0.039 2.180
O: -2.130 -0.492 1.748
O: -3.468 2.090 0.881
H: -5.125 1.044 1.298
H: -3.855 0.307 0.191
H: -4.071 -0.906 2.310
H: -3.308 0.577 3.072
H: -1.414 0.029 2.118
H: -2.551 1.877 0.694
C: 2.088 0.168 -3.784
C: 1.549 1.602 -3.903
O: 2.622 2.477 -3.845
O: 2.979 -0.072 -2.626
H: 2.449 -0.171 -4.755
H: 1.189 -0.442 -3.698
H: 0.868 1.817 -3.080
H: 0.993 1.538 -4.839
H: 3.380 1.945 -4.096
H: 2.501 -0.082 -1.793

***

4.
DFT (wB97M-V/def2-TZVPD) results for 10 unconnected molecules or ions with the total composition C10H38NO11 at a distorted geometry.

Lowest unoccupied orbital energy ... 2.0 eV
E_HOMO ... -3.63 eV
HOMO-LUMO gap ... 5.61 eV
Charge ... -1

CARTESIAN COORDINATES (ANGSTROEM)
N: -23.434 26.274 11.361
H: -24.254 26.851 11.584
H: -23.030 25.945 12.247
H: -22.695 26.814 10.904
H: -23.676 25.412 10.841
C: -23.611 24.369 8.839
O: -24.137 24.088 9.999
O: -24.270 24.112 7.782
O: -22.464 24.997 8.774
O: -22.950 22.158 11.721
H: -23.437 22.816 11.174
H: -22.826 21.408 11.134
O: -21.128 24.269 11.036
H: -21.762 23.669 11.455
H: -21.545 24.494 10.158
O: -25.897 27.299 11.846
H: -25.810 27.759 12.690
H: -26.837 27.349 11.638
O: -21.914 27.157 9.412
H: -21.305 27.505 8.757
H: -22.216 26.279 9.040
O: -22.489 25.888 13.936
H: -21.982 26.135 14.716
H: -22.635 24.936 14.028
C: -19.867 28.527 12.760
C: -20.754 29.737 13.097
C: -22.011 29.260 13.814
O: -19.968 30.503 14.000
H: -20.399 27.722 12.248
H: -19.611 28.073 13.718
H: -19.000 28.870 12.197
H: -20.969 30.349 12.218
H: -21.829 28.940 14.842
H: -22.634 28.512 13.328
H: -22.663 30.132 13.937
H: -19.203 30.894 13.573
C: -23.903 29.693 7.475
C: -24.643 28.956 8.621
C: -25.680 29.844 9.285
O: -25.312 27.844 8.077
H: -23.187 28.978 7.071
H: -23.444 30.639 7.767
H: -24.664 29.968 6.741
H: -23.888 28.636 9.346
H: -25.239 30.710 9.777
H: -26.283 29.281 9.997
H: -26.388 30.166 8.517
H: -24.683 27.227 7.682
C: -27.690 22.543 13.463
C: -26.688 23.364 14.235
C: -25.954 24.341 13.308
O: -27.404 24.180 15.190
H: -28.010 21.746 14.143
H: -27.201 22.057 12.620
H: -28.582 23.099 13.187
H: -25.951 22.765 14.775
H: -26.582 24.999 12.715
H: -25.362 23.725 12.623
H: -25.194 24.909 13.856
H: -26.818 24.904 15.423

***

5.
DFT (wB97M-V/def2-TZVPD) results for 8 unconnected molecules or ions with the total composition C10H39N3O7 at a distorted geometry.

Lowest unoccupied orbital energy ... -0.1 eV
E_HOMO ... -6.81 eV
Relative energy (zero: lowest compared OMol25 entry of this formula, charge and spin) ... 0.000 eV
HOMO-LUMO gap ... 6.75 eV

CARTESIAN COORDINATES (ANGSTROEM)
N: -27.980 5.076 28.153
H: -28.817 4.463 27.994
H: -27.796 5.156 29.173
H: -28.227 6.015 27.798
H: -27.131 4.708 27.708
C: -32.759 3.614 27.651
C: -31.513 4.290 28.242
O: -30.344 3.660 27.891
H: -32.890 2.640 28.133
H: -32.568 3.426 26.595
H: -33.671 4.180 27.860
H: -31.679 4.394 29.334
H: -31.521 5.332 27.826
O: -28.812 7.647 27.504
H: -29.688 7.878 27.178
H: -28.697 8.175 28.302
O: -26.467 1.392 28.141
H: -26.356 2.252 27.706
H: -25.599 0.982 28.086
O: -25.456 3.896 27.439
H: -25.136 4.513 26.741
H: -24.833 3.977 28.170
O: -29.925 4.733 25.431
H: -30.257 5.619 25.262
H: -30.158 4.538 26.382
C: -28.896 4.587 31.926
C: -27.394 4.720 31.672
C: -26.819 3.432 31.147
O: -25.406 3.440 31.318
C: -24.866 2.136 31.273
N: -27.175 5.878 30.780
H: -29.323 5.555 32.190
H: -29.058 4.020 32.853
H: -29.463 3.996 31.206
H: -26.958 4.964 32.647
H: -27.051 3.238 30.094
H: -27.273 2.625 31.731
H: -25.511 1.371 31.707
H: -23.926 2.125 31.830
H: -24.592 1.871 30.247
H: -27.471 6.748 31.209
H: -26.173 6.014 30.658
C: -25.231 7.799 26.551
C: -25.834 7.088 25.351
C: -25.454 7.866 24.096
O: -26.062 9.134 24.052
C: -27.298 9.162 23.363
N: -25.283 5.718 25.308
H: -24.140 7.789 26.536
H: -25.468 7.247 27.476
H: -25.696 8.753 26.792
H: -26.915 7.028 25.481
H: -25.632 7.304 23.167
H: -24.378 8.069 24.099
H: -27.066 9.071 22.294
H: -27.715 10.160 23.487
H: -28.027 8.405 23.658
H: -24.264 5.757 25.295
H: -25.510 5.361 24.381

***

6.
DFT (wB97M-V/def2-TZVPD) results for 9 unconnected molecules or ions with the total composition C10H39NO9 at a distorted geometry.

SMILES ... COC[C@H](C)N.CCO.CCO.CCO.O.O.O.O.O
Lowest unoccupied orbital energy ... 0.1 eV
E_HOMO ... -9.07 eV
Relative energy (zero: lowest compared OMol25 entry of this formula, charge and spin) ... 2.720 eV
HOMO-LUMO gap ... 9.15 eV

CARTESIAN COORDINATES (ANGSTROEM)
C: 1.588 -3.891 2.306
O: 1.723 -2.617 1.722
C: 1.200 -1.496 2.468
C: 1.863 -0.134 1.995
C: 1.504 0.446 0.630
N: 3.276 -0.294 2.169
H: 0.618 -4.040 2.781
H: 2.325 -3.844 3.108
H: 1.810 -4.660 1.566
H: 0.113 -1.543 2.402
H: 1.337 -1.573 3.547
H: 1.453 0.561 2.728
H: 0.429 0.545 0.479
H: 1.863 -0.201 -0.170
H: 1.879 1.468 0.570
H: 3.637 -1.094 1.670
H: 3.782 0.541 1.910
C: -3.450 3.420 4.505
C: -4.418 4.010 5.582
O: -4.734 5.384 5.208
H: -3.616 3.634 3.449
H: -3.388 2.342 4.653
H: -2.473 3.882 4.647
H: -4.042 4.072 6.603
H: -5.342 3.439 5.675
H: -5.490 5.449 4.620
C: -0.621 5.635 -4.779
C: -1.704 5.704 -5.884
O: -2.310 4.479 -5.954
H: -1.039 5.584 -3.773
H: -0.113 6.599 -4.753
H: 0.140 4.892 -5.015
H: -1.176 6.064 -6.767
H: -2.524 6.353 -5.578
H: -1.661 4.039 -6.508
C: 4.943 -0.273 -8.628
C: 4.651 -1.246 -7.453
O: 4.168 -0.503 -6.318
H: 5.240 -0.726 -9.574
H: 5.756 0.415 -8.397
H: 4.037 0.317 -8.769
H: 5.491 -1.867 -7.142
H: 3.925 -1.972 -7.819
H: 3.243 -0.284 -6.454
O: -0.354 -5.519 8.649
H: -0.364 -4.890 7.927
H: -1.215 -5.936 8.617
O: 5.136 -3.028 -1.551
H: 4.669 -3.501 -0.863
H: 4.505 -2.383 -1.871
O: -5.189 -3.906 2.366
H: -5.631 -4.727 2.586
H: -5.891 -3.256 2.340
O: -3.083 -2.967 6.200
H: -3.283 -3.214 5.297
H: -3.282 -3.750 6.713
O: -3.470 -3.027 -1.432
H: -2.622 -3.444 -1.583
H: -3.818 -3.466 -0.656

***

7.
DFT (wB97M-V/def2-TZVPD) results for 10 unconnected molecules or ions with the total composition C10H40N20O10 at a distorted geometry.

SMILES ... NC(N)=O.NC(N)=O.NC(N)=O.NC(N)=O.NC(N)=O.NC(N)=O.NC(N)=O.NC(N)=O.NC(N)=O.NC(N)=O
Lowest unoccupied orbital energy ... -0.2 eV
E_HOMO ... -9.27 eV
Relative energy (zero: lowest compared OMol25 entry of this formula, charge and spin) ... 10.555 eV
HOMO-LUMO gap ... 9.10 eV

CARTESIAN COORDINATES (ANGSTROEM)
N: 6.665 -18.720 0.963
C: 6.083 -17.659 0.587
N: 4.775 -17.786 0.577
O: 6.720 -16.641 0.383
H: 6.289 -19.658 0.967
H: 7.670 -18.730 0.866
H: 4.314 -18.669 0.404
H: 4.238 -16.987 0.271
N: 21.613 -18.670 -0.970
C: 22.370 -17.615 -1.157
N: 22.084 -16.541 -0.463
O: 23.270 -17.539 -2.022
H: 20.781 -18.752 -0.403
H: 22.063 -19.473 -1.387
H: 21.429 -16.583 0.305
H: 22.756 -15.789 -0.524
N: 13.236 -16.458 3.648
C: 14.414 -16.099 4.130
N: 14.297 -15.065 4.826
O: 15.337 -16.871 3.982
H: 12.396 -15.959 3.905
H: 13.285 -17.398 3.281
H: 13.407 -14.589 4.863
H: 14.871 -15.106 5.657
N: 13.626 -24.469 -5.060
C: 14.583 -25.250 -5.471
N: 15.575 -25.113 -4.686
O: 14.447 -26.100 -6.325
H: 12.808 -24.414 -5.651
H: 13.850 -23.854 -4.291
H: 16.284 -25.796 -4.911
H: 15.878 -24.184 -4.430
N: 13.549 -23.539 1.084
C: 13.628 -22.262 1.182
N: 14.812 -21.827 1.436
O: 12.726 -21.494 0.913
H: 12.643 -23.953 0.916
H: 14.147 -24.124 1.651
H: 15.024 -20.910 1.802
H: 15.377 -22.648 1.599
N: 17.453 -25.941 6.428
C: 17.024 -26.670 5.506
N: 16.670 -27.806 5.885
O: 17.052 -26.332 4.372
H: 17.174 -26.402 7.282
H: 17.815 -25.008 6.291
H: 16.427 -27.976 6.851
H: 16.573 -28.508 5.166
N: 20.283 -19.738 4.681
C: 20.766 -19.181 5.659
N: 20.080 -18.406 6.383
O: 21.904 -19.492 5.971
H: 19.367 -19.461 4.356
H: 21.008 -20.190 4.143
H: 19.371 -17.914 5.857
H: 20.316 -17.984 7.269
N: 9.559 -28.721 -1.836
C: 10.072 -29.261 -0.804
N: 11.283 -28.821 -0.492
O: 9.409 -30.215 -0.222
H: 8.655 -28.932 -2.235
H: 10.221 -28.069 -2.231
H: 11.876 -28.253 -1.080
H: 11.572 -28.994 0.461
N: 8.412 -23.637 5.252
C: 7.651 -24.439 4.583
N: 7.068 -25.265 5.377
O: 7.514 -24.374 3.420
H: 8.827 -22.892 4.711
H: 8.395 -23.533 6.257
H: 6.460 -26.004 5.054
H: 7.433 -25.412 6.307
N: 9.746 -19.321 -4.924
C: 9.262 -19.524 -6.161
N: 9.651 -18.554 -6.890
O: 8.525 -20.463 -6.390
H: 9.705 -19.960 -4.143
H: 10.236 -18.442 -4.833
H: 9.464 -18.592 -7.882
H: 10.295 -17.869 -6.520

***

8.
DFT (wB97M-V/def2-TZVPD) results for 9 unconnected molecules or ions with the total composition C10H40N2O9 at a distorted geometry.

Lowest unoccupied orbital energy ... -0.1 eV
E_HOMO ... -7.79 eV
Relative energy (zero: lowest compared OMol25 entry of this formula, charge and spin) ... 1.620 eV
HOMO-LUMO gap ... 7.68 eV

CARTESIAN COORDINATES (ANGSTROEM)
O: 0.672 -3.853 10.991
H: 1.131 -4.372 10.275
H: -0.252 -3.573 10.610
H: 0.507 -4.431 11.808
C: -0.612 -7.167 14.353
C: -0.028 -5.760 14.399
O: 0.472 -5.343 13.164
H: -1.396 -7.228 13.599
H: -1.028 -7.531 15.295
H: 0.245 -7.803 14.116
H: 0.643 -5.640 15.266
H: -0.793 -5.017 14.692
C: -2.994 2.182 12.539
C: -2.563 1.918 11.100
C: -1.160 1.267 10.957
O: -1.023 0.198 11.899
C: 0.150 -0.534 11.651
N: -3.611 1.128 10.465
H: -3.802 2.914 12.570
H: -2.207 2.540 13.203
H: -3.409 1.303 13.039
H: -2.412 2.912 10.671
H: -0.321 1.960 11.054
H: -1.162 0.845 9.945
H: 0.261 -1.267 12.450
H: 1.086 0.037 11.695
H: 0.169 -1.042 10.681
H: -3.434 0.964 9.478
H: -3.462 0.217 10.901
C: -0.851 -4.402 8.033
C: -1.638 -3.176 8.472
C: -3.053 -3.196 7.871
O: -3.736 -4.334 8.331
C: -5.074 -4.347 7.851
N: -1.715 -3.239 9.943
H: -1.036 -5.315 8.598
H: 0.225 -4.235 8.030
H: -1.148 -4.694 7.021
H: -1.131 -2.269 8.142
H: -3.062 -3.020 6.790
H: -3.517 -2.286 8.282
H: -5.600 -5.215 8.238
H: -5.039 -4.265 6.763
H: -5.583 -3.471 8.273
H: -2.362 -3.965 10.253
H: -2.136 -2.385 10.310
O: 3.247 -4.939 14.014
H: 3.484 -4.369 13.267
H: 2.289 -5.124 13.914
O: -1.700 -6.034 11.188
H: -1.195 -5.957 12.023
H: -1.238 -6.715 10.688
O: 2.260 -7.323 11.806
H: 1.636 -6.839 12.382
H: 3.052 -6.777 11.823
O: 3.839 -3.623 11.633
H: 4.752 -3.693 11.331
H: 3.507 -2.817 11.224
O: 2.273 -5.234 9.340
H: 2.857 -5.866 9.779
H: 2.289 -5.483 8.409